The following is a quantum chemistry calculation of a single C6H10 molecule, from the Open Molecules 2025 dataset.

Its LUMO energy is 1.215 eV. The calculation puts the energy relative to the best compared isomer or geometry (same formula, charge and spin) at 12.5 kJ/mol. As for the HOMO energy: -9.08 eV. The total energy is -234.597734 Ha. The net charge is 0.

Each line ends with the Mulliken charge.
Geometry (Å):
C (-1.32334, 1.41952, -0.41286)  -1.47
C (-0.20968, 0.41843, -0.73452)  0.41
C (0.98599, 0.49652, 0.25824)  -0.79
C (1.14822, -0.90827, 0.89489)  -0.50
C (0.03888, -1.71605, 0.26965)  -0.39
C (-0.67314, -1.01404, -0.60691)  -0.56
H (-1.69390, 1.26341, 0.60763)  0.36
H (-2.17042, 1.31117, -1.10104)  0.38
H (-0.95757, 2.45041, -0.48978)  0.35
H (0.12713, 0.61385, -1.76373)  0.29
H (1.90209, 0.80728, -0.25379)  0.29
H (0.78440, 1.24816, 1.03018)  0.30
H (1.05420, -0.88118, 1.98826)  0.27
H (2.13224, -1.34821, 0.68446)  0.27
H (-0.13787, -2.75746, 0.52653)  0.40
H (-1.51830, -1.39627, -1.17605)  0.40